146
Properties=species:S:1:pos:R:3:forces:R:3:lowdin_charge:R:1 method="wB97M-V/def2-TZVPD" orbital_gap_ev=4.16 homo_ev=-2.7 multiplicity=1 charge=-1
C 16.14525 22.91448 -18.04022 0.1673 1.4900 0.0296 -0.162
C 17.49925 23.63301 -17.67863 1.6645 -0.8984 -1.6693 -0.566
O 18.35155 24.22257 -18.64528 -2.0915 -0.4766 0.9968 -0.473
H 15.74843 22.42868 -17.14881 0.1741 -0.2686 0.2580 0.034
H 16.32146 22.16510 -18.81189 -0.1741 0.1788 -0.1891 0.045
H 15.37961 23.64791 -18.29316 -0.2332 -0.0287 -0.6714 0.032
H 17.97233 22.71044 -17.34223 0.9489 -0.4456 0.8184 0.041
H 17.36840 24.22925 -16.77561 -0.3940 0.5355 0.3339 0.054
C 14.84614 27.23490 -23.09048 -0.1961 -0.9211 -0.1962 -0.078
C 15.89160 26.74474 -24.10890 -1.1876 1.9708 0.3776 -0.291
O 15.39849 27.29319 -25.38053 1.8019 0.0719 1.5910 0.126
C 14.48856 28.25079 -25.12183 -2.2404 -0.4604 -2.3866 -0.498
O 13.94755 28.85875 -26.05083 1.4533 -0.9288 3.4852 0.115
O 14.12253 28.14856 -23.81090 -1.3072 3.8456 -1.8757 0.051
F 15.67640 25.46812 -24.14604 0.6948 -3.2801 -0.7529 0.110
H 15.10308 27.61108 -22.10024 0.4835 0.0570 -0.3186 0.146
H 14.12738 26.42013 -23.00299 0.4782 -0.4690 0.6617 0.144
H 16.93287 26.97781 -23.88636 0.0315 0.0556 -0.5381 0.171
C 18.19414 16.16971 -18.00997 0.7485 0.2110 -2.0887 -0.077
C 18.34935 15.68844 -19.50537 -1.5313 3.3333 -0.2910 -0.265
O 19.36604 14.79071 -19.56826 -0.9662 -0.9217 -1.9020 0.178
C 19.95510 14.67338 -18.43401 1.7441 -1.0900 4.5590 -0.493
O 20.82937 13.87553 -18.15268 -1.8597 2.2387 -0.5632 0.153
O 19.34067 15.57559 -17.50182 1.9239 -2.3053 0.6428 0.035
F 18.77700 16.73936 -20.33182 -0.7412 -0.4642 0.4976 0.033
H 17.21337 15.89649 -17.62070 0.3150 -0.7685 0.4217 0.129
H 18.29819 17.23918 -17.82697 -0.0776 0.1213 -0.6712 0.142
H 17.37812 15.33399 -19.85059 0.4408 -0.3317 -0.6100 0.164
C 10.44797 20.36439 -12.90506 0.5389 3.3443 -1.1212 -0.124
C 10.84048 20.32978 -11.49679 1.6949 0.5473 0.8729 -0.312
O 10.45363 19.03612 -11.11920 3.0135 0.9510 3.8530 0.199
C 9.87734 18.46027 -12.09762 -2.3065 -3.6241 -1.1705 -0.645
O 9.58974 17.30257 -12.20572 0.2481 0.3782 0.4094 0.178
O 9.54267 19.37984 -12.95021 -2.6803 -0.9593 -3.9379 0.126
F 10.19941 21.23007 -10.72669 -0.5299 0.3030 0.4128 0.092
H 11.29226 20.27430 -13.58854 0.0806 -0.5498 -0.0568 0.154
H 9.98396 21.31920 -13.15229 -0.0809 0.0368 0.0562 0.157
H 11.90989 20.52171 -11.40949 0.0306 -0.4185 0.6710 0.175
C 19.60930 31.38538 -20.26640 0.0569 -0.3508 -0.3918 -0.042
C 20.84874 30.74902 -20.82754 -0.3362 -1.3843 2.0168 -0.338
O 21.80483 31.75071 -20.63146 1.8146 -1.4896 -0.2541 0.167
C 21.18486 32.91263 -20.50463 3.6537 4.4533 1.0143 -0.609
O 21.70465 34.02080 -20.32074 -0.8558 -3.1038 -0.8002 0.121
O 19.94309 32.70851 -20.52206 -5.2054 2.1859 -0.2089 0.113
F 20.78257 30.40351 -22.11344 -0.1115 -0.0011 -0.9644 0.109
H 19.57291 31.28645 -19.18151 -0.1739 -0.4496 -0.0095 0.151
H 18.68298 31.06876 -20.74574 0.1233 0.2549 0.0209 0.155
H 21.00303 29.86768 -20.20503 1.0295 -0.1622 -0.3893 0.173
C 6.78631 26.46748 -21.52971 -1.3086 1.8258 -0.3574 -0.110
C 7.36160 25.40294 -22.28809 1.3890 -2.0100 -0.4911 -0.345
O 8.61977 25.19977 -21.53531 -0.6527 -1.0659 -2.4523 0.181
C 8.27849 25.40641 -20.30858 2.5324 0.0378 5.6783 -0.576
O 8.95283 25.17592 -19.29429 -2.0529 0.3888 -3.1789 0.128
O 7.08628 26.02863 -20.24233 -1.0476 0.6543 1.3685 0.097
F 7.67002 25.75573 -23.49780 0.8897 0.8345 -2.5625 0.131
H 5.75137 26.68530 -21.79343 -0.3115 -0.5741 0.8306 0.155
H 7.28694 27.38957 -21.82505 0.4975 0.1791 0.3983 0.156
H 6.79904 24.47646 -22.40319 0.0567 -0.2665 0.7676 0.184
C 22.96064 21.93064 -22.28597 -0.1685 -0.8955 -0.7076 -0.067
C 23.94591 22.98842 -21.82132 -1.2375 -0.4060 -0.9874 -0.270
O 24.58284 23.39998 -23.06560 -0.6123 0.9139 2.2136 0.153
C 24.26861 22.56053 -24.02053 0.6364 -2.8461 -4.8315 -0.509
O 24.73381 22.55746 -25.17721 -1.5760 0.4067 4.0154 0.100
O 23.39028 21.55787 -23.59423 1.6979 1.6032 -0.4754 0.044
F 24.88282 22.47298 -21.01229 0.5882 -0.0859 0.2239 0.086
H 21.93759 22.26096 -22.46585 0.0018 0.3267 0.8803 0.146
H 23.01728 21.05328 -21.64167 -0.2186 0.1260 0.0609 0.144
H 23.35339 23.72074 -21.27292 0.8208 0.8668 -0.3466 0.172
C 18.05953 27.50572 -6.91098 1.0676 0.7479 0.0525 -0.065
C 16.87437 27.98452 -7.71584 1.5673 0.5839 -0.0385 -0.323
O 15.71924 27.59729 -7.04547 -3.4987 -1.2885 -0.9043 -0.168
P 14.54218 26.97048 -8.01406 -0.7252 2.1513 -0.8222 0.522
O 14.64380 25.57844 -8.39986 0.3200 -0.6186 0.3322 -0.204
O 13.08863 27.33550 -7.35314 2.3095 -1.0901 -0.5864 -0.173
C 12.54269 28.62600 -7.43607 -2.1299 0.7479 0.3610 -0.280
C 11.02566 28.61909 -7.01024 1.1319 0.8032 -0.1882 -0.060
O 14.59524 27.98302 -9.31631 -0.9525 -0.0818 3.6563 -0.241
C 15.11676 27.70646 -10.55222 -1.1803 -0.7854 -2.9497 -0.271
C 13.94394 27.17057 -11.53762 0.4747 0.1463 1.0954 -0.037
H 18.20176 26.47411 -6.58903 -0.8173 -0.3147 -0.7395 0.083
H 18.91973 27.75634 -7.53176 0.3904 0.0692 0.3005 0.078
H 18.13111 28.03716 -5.96201 -0.0082 0.3911 -0.1101 0.075
H 16.84966 29.07024 -7.80922 0.2815 0.3248 0.6020 0.126
H 16.98451 27.76457 -8.77772 -0.4214 -1.1083 0.1048 0.099
H 13.04934 29.28514 -6.73113 0.1846 0.1300 -0.1378 0.116
H 12.59707 29.02541 -8.44879 0.2898 -0.0878 0.0307 0.106
H 10.94922 28.45402 -5.93553 -0.2116 -0.4232 -0.1506 0.070
H 10.68144 29.64007 -7.17517 0.0904 0.2759 0.1089 0.065
H 10.32309 28.04230 -7.61174 0.4851 -0.5694 0.1485 0.073
H 15.43067 28.66919 -10.95557 0.2366 -0.0412 -0.0468 0.114
H 15.98303 27.05054 -10.46603 -0.1730 -0.2464 -0.3824 0.107
H 13.81089 26.08907 -11.56542 0.6585 -0.0704 -0.1085 0.065
H 12.97530 27.47499 -11.14121 0.1098 0.4852 0.3436 0.060
H 13.95950 27.58549 -12.54544 0.5217 -0.1430 0.0225 0.063
C 26.92121 32.86097 -15.39155 0.9691 0.3368 0.4132 -0.091
C 25.41973 32.87704 -15.30400 0.5719 -0.5126 -0.8102 -0.275
O 25.10867 32.23939 -14.02864 -2.7742 0.3866 -0.0135 -0.187
P 23.55031 32.15480 -13.41657 1.2504 0.3487 -0.3608 0.493
O 23.46535 31.70812 -12.02781 0.4268 -0.8227 -0.4286 -0.220
O 23.03859 33.66302 -13.50679 -0.6344 -1.2268 -1.3228 -0.173
C 21.61900 33.88689 -13.72964 -0.7246 -0.4862 0.1237 -0.281
C 21.54901 34.96224 -14.71523 1.1852 2.5424 -0.5259 -0.095
O 22.64955 31.31408 -14.49058 1.4935 4.5952 0.7191 -0.183
C 22.41990 30.00974 -14.39000 0.5746 -5.6716 -1.4671 -0.326
C 23.63827 29.09978 -14.92812 -0.9388 0.9431 0.9272 -0.047
H 27.38628 31.93164 -15.06267 -0.4458 -0.1630 0.2521 0.080
H 27.33597 32.98766 -16.39156 -0.4251 0.3912 -0.1646 0.078
H 27.29808 33.65390 -14.74554 0.3121 -0.0262 -0.0477 0.077
H 25.05381 33.88906 -15.47731 -0.2324 0.1960 1.0409 0.112
H 25.06321 32.39175 -16.21256 -0.6344 -0.9689 0.4902 0.112
H 21.01007 33.13715 -14.23481 0.8082 -1.2712 0.5865 0.114
H 21.16007 34.06311 -12.75680 0.0742 0.3294 -0.0772 0.129
H 22.14898 35.77910 -14.31415 -0.4006 0.6402 0.0805 0.081
H 22.14902 34.73658 -15.59679 -0.3710 -0.5868 -0.2352 0.085
H 20.56689 35.31970 -15.02468 -0.0171 -0.2070 0.2471 0.089
H 22.04512 29.62826 -13.44020 0.3840 0.4600 0.4047 0.118
H 21.65600 29.71109 -15.10790 -0.4592 0.5525 -0.0245 0.112
H 23.88090 29.37416 -15.95474 0.0066 0.1949 0.0544 0.066
H 24.51851 29.21172 -14.29509 0.0582 -0.0148 -0.0395 0.063
H 23.33703 28.05235 -14.94360 -0.0706 0.0323 0.1590 0.069
C 9.08900 12.17174 -22.19278 0.8930 1.3080 -1.2174 -0.050
C 9.86121 13.32560 -22.94892 -0.5174 -0.7656 0.9235 -0.269
O 10.43939 14.17075 -21.98721 0.3412 3.5869 2.2227 -0.214
P 10.21225 15.79737 -21.72424 -1.1914 -2.3534 1.4916 0.537
O 11.10123 16.46981 -20.74968 -0.1651 -0.8566 -1.7012 -0.217
O 8.67396 15.82165 -21.11721 4.1650 -3.4239 -1.1832 -0.189
C 7.94726 16.94219 -21.11544 -2.6193 3.0991 1.2227 -0.324
C 8.16807 17.86071 -19.80223 0.2095 -1.4013 -1.6154 -0.032
O 10.11987 16.30368 -23.23170 -1.5147 -0.4046 0.3368 -0.182
C 11.23918 16.88838 -23.82276 1.7737 1.8116 -0.2319 -0.289
C 11.27029 18.37818 -23.55630 0.8724 1.2811 0.7913 -0.081
H 9.77160 11.62316 -21.54378 -0.0120 -0.2940 -0.4202 0.072
H 8.29808 12.54919 -21.54466 -0.0066 0.3308 -0.2691 0.070
H 8.65257 11.62619 -23.02945 -0.0564 -0.7273 0.4528 0.067
H 10.76714 13.02491 -23.47519 -0.5199 -0.8333 -0.4850 0.118
H 9.18501 13.83546 -23.63514 0.0200 0.1939 0.0429 0.110
H 8.13515 17.45608 -22.05816 -0.2409 0.7186 0.1296 0.104
H 6.93449 16.53998 -21.14040 -0.4434 0.6463 -0.0161 0.112
H 9.23180 18.08549 -19.88009 -0.0820 0.4392 0.5842 0.055
H 7.53252 18.74128 -19.70862 0.1446 0.0753 -0.6201 0.063
H 7.95898 17.28348 -18.90157 0.2558 -0.2898 -0.1322 0.068
H 12.12846 16.39255 -23.43363 0.2121 0.1858 0.0381 0.120
H 11.35265 16.86974 -24.90668 -1.1291 -1.2121 -0.1487 0.119
H 11.86348 18.92558 -24.28883 0.1339 -0.2857 -0.2831 0.075
H 10.32280 18.91684 -23.54280 -0.3857 -0.6002 -0.1463 0.081
H 11.75107 18.63278 -22.61177 -0.1241 -0.2346 0.2396 0.076